Record 1
{
  "formula": "C34H45N6O7PS",
  "method": "ωB97M-V/def2-TZVPD",
  "elements": ["P", "H", "H", "O", "C", "C", "H", "O", "O", "O", "H", "C", "H", "H", "C", "H", "H", "C", "N", "H", "H", "H", "S", "H", "C", "H", "C", "C", "C", "C", "H", "C", "C", "C", "C", "O", "H", "H", "C", "O", "H", "H", "N", "C", "H", "H", "C", "H", "C", "H", "H", "C", "H", "H", "C", "C", "C", "H", "C", "H", "H", "N", "H", "H", "H", "C", "N", "C", "N", "N", "C", "C", "H", "H", "C", "C", "C", "O", "H", "C", "H", "H", "C", "H", "H", "H", "H", "H", "C", "H", "C", "H", "H", "H"],
  "positions_angstrom": [[-1.0839, -0.6768, -4.4704], [-4.5886, -6.3328, 2.0755], [-4.0056, -1.3794, 2.0320], [-3.7354, -1.2944, -2.9320], [1.5538, 3.4353, -2.1805], [-0.8390, -3.4258, 6.4229], [-3.1744, -2.3086, 7.3072], [-5.0540, -2.0946, -0.3321], [-4.5843, 0.6484, -3.5626], [1.4666, 3.5333, -0.7594], [1.8514, -1.1997, -2.0221], [2.4355, 7.2519, -5.5239], [5.5411, 1.5585, 3.0326], [-4.7802, -4.2815, 0.6714], [-4.8592, -7.7662, 0.4927], [1.5618, 6.4489, -3.7034], [1.4226, 1.8337, -3.6455], [-3.7754, -3.9067, 5.9943], [-0.1831, -4.1809, 6.9820], [0.9845, 6.3106, -6.8368], [3.4651, 7.0734, -5.2094], [-3.7614, -4.1567, 4.9314], [0.2440, -1.8334, -5.2683], [-3.7962, -7.9651, 0.3507], [1.5342, 7.3619, -4.3001], [-1.6581, -2.6524, 4.6671], [0.7922, -1.1272, 0.4903], [-3.9304, -1.8424, 0.0105], [-1.6283, -1.4445, 0.0298], [-2.7386, -1.4874, -0.7970], [2.3462, 3.4372, -0.3797], [5.3920, 4.9454, 3.8575], [1.8940, 2.0222, -2.6862], [2.0342, 4.8277, -5.8293], [-0.2278, -0.8453, -1.8180], [-1.4210, -1.8923, 2.4145], [0.4512, 0.8481, 1.2589], [2.2965, 4.1470, -2.5449], [5.7994, 2.6118, 2.9172], [-2.4800, -0.7732, -5.2307], [-1.2870, -1.4639, 5.9102], [-0.1288, 1.0464, -5.2369], [-4.5852, -0.0401, -2.6606], [1.0779, -0.0336, 1.2978], [3.3286, -3.1596, 1.4405], [1.8542, 8.1836, -3.6603], [1.6079, -2.2505, 0.5505], [-5.3523, -7.8500, -0.4777], [-3.1451, -2.5415, 6.2411], [-5.2582, -8.5467, 1.1402], [2.3811, 0.8194, 2.7371], [2.0015, 6.1352, -6.4817], [-3.2421, -4.6905, 6.5334], [-2.7030, -1.7057, -5.3580], [-1.3454, -0.9328, -2.6835], [2.9970, -1.1750, 2.1912], [2.1780, -0.0618, 2.1413], [-5.0907, -5.2650, -0.7521], [5.4615, 3.0211, 1.5547], [1.1576, -0.3038, -3.3715], [3.9778, 3.3223, 3.8237], [2.0414, 3.8135, -5.2966], [6.8777, 2.7089, 3.0535], [0.5878, 3.7596, -2.5673], [-6.1521, -6.2369, 1.2829], [-2.6154, -1.2358, -2.1557], [-2.0083, -5.3858, -0.1864], [1.1387, -0.4230, -2.2958], [-3.4874, -1.9352, 1.3650], [5.1813, 3.3533, 0.4946], [-1.6981, -2.4595, 5.7400], [-0.3705, -1.1278, -0.4423], [6.4626, 5.1127, 3.9893], [0.7837, 1.2804, -0.9970], [2.7048, -2.2773, 1.4019], [-5.0863, -6.3898, 1.1056], [5.0525, 3.4632, 3.9530], [-0.8011, 0.8900, -4.5559], [-4.8125, -3.9195, 6.3302], [-4.5826, -5.2488, 0.2137], [0.4979, 7.5457, -4.5900], [5.3063, 3.0902, 4.9464], [-3.1419, -5.3370, -0.0223], [2.4292, 8.1939, -6.0745], [2.9712, 2.0044, -2.8694], [3.8620, -1.1977, 2.8404], [2.4389, 0.7670, -1.0250], [-3.7260, -1.7711, 5.7302], [1.5713, 0.9335, -1.6609], [2.6557, 6.0952, -7.3532], [-2.0761, -1.7622, 1.4159], [1.3800, -3.1054, -0.0734], [5.1014, 5.3565, 2.8899], [4.8672, 5.5095, 4.6278]],
  "mulliken_charge": [0.6059, 0.2069, 0.2958, -0.5151, -0.5308, 0.1206, 0.3219, -0.5957, -0.2324, -0.5848, 0.4201, -0.4244, 0.1778, -0.0595, -1.2174, 0.0986, 0.1019, -1.0280, -0.4673, 0.2677, 0.2927, 0.1722, -0.3291, 0.3369, -0.8401, -0.1107, 0.2580, -0.1539, -0.1564, 1.0694, 0.2628, -1.2217, -0.3727, 0.2772, -0.4845, -0.6028, 0.4814, 0.2920, -0.3029, -0.4521, 0.3197, 0.3544, 0.2943, 0.0338, 0.4105, 0.3269, 0.0801, 0.2948, -0.5092, 0.3628, 0.5797, -0.5001, 0.3572, 0.3760, 0.5023, -0.3584, -1.0999, 0.3129, 0.2718, 0.6902, 0.2033, -0.3842, 0.3382, 0.2637, 0.3882, 0.2460, -0.5158, -1.4623, 0.0242, -0.4895, 0.1947, -0.0841, 0.3023, 0.4274, -1.0208, -0.4897, -0.3210, -0.5556, 0.3463, 0.1321, 0.3008, 0.3633, 0.2742, 0.3042, 0.2680, 0.4206, 0.4098, 0.3222, -0.4884, 0.2946, 0.2157, 0.5966, 0.3439, 0.3540],
  "total_charge": 0,
  "spin_multiplicity": 1,
  "mol_weight_g_mol": 712.81,
  "smiles": "O=NOc1c2c(c(-c3ccccc3)c(CCCCO)c1P(O)(O)=S)C(=O)NC2=O.CCCC#N.CCCC#N.CCCC#N.CCCC#N",
  "orbital_gap_ev": 8.07,
  "total_energy_ha": -2917.3240,
  "relative_energy_kcal_mol": 0.0
}


Record 2
{
  "formula": "C34H45N9S3SeZn",
  "method": "ωB97M-V/def2-TZVPD",
  "elements": ["H", "H", "H", "H", "H", "H", "C", "C", "N", "H", "H", "H", "H", "H", "H", "C", "S", "N", "N", "H", "C", "C", "N", "C", "C", "N", "H", "H", "N", "H", "H", "H", "H", "C", "C", "C", "Zn", "H", "C", "H", "H", "H", "C", "H", "C", "H", "C", "H", "H", "S", "C", "C", "H", "C", "C", "N", "C", "H", "H", "C", "C", "H", "C", "C", "H", "C", "H", "C", "C", "H", "C", "Se", "N", "H", "C", "H", "C", "C", "H", "C", "C", "N", "H", "C", "C", "H", "H", "H", "H", "H", "S", "H", "H"],
  "positions_angstrom": [[-5.6288, 0.0097, 1.3368], [-2.4008, 0.2484, -4.5585], [-1.4286, 4.4133, -1.9341], [3.8602, -1.3769, 4.4971], [-2.2968, -1.3723, -0.4794], [-6.9659, -4.6306, 2.5737], [-7.5015, -2.5549, 2.4475], [0.5834, 3.9027, -1.1615], [-2.3859, -4.4673, -3.9635], [-8.4795, -2.8414, 2.8670], [5.8450, 1.9483, -2.3798], [3.6950, -5.0645, -0.7332], [5.2304, 0.8233, -0.0898], [0.3136, 2.5575, -3.5344], [-1.0432, 1.4367, -1.1762], [-7.1214, -1.2599, 2.2131], [-0.3774, 0.6843, 2.0699], [2.2127, -1.6700, -1.7113], [-4.4403, -4.1683, 1.1651], [-0.5398, 2.6811, 3.4536], [-3.4558, -3.4580, 0.5839], [-5.4491, -3.3709, 1.6269], [-1.4675, 0.1119, -4.2199], [2.9638, 3.4399, -0.7078], [1.5631, -2.7952, -2.0087], [-0.3593, -3.6880, -3.1110], [3.3986, 0.9305, -0.0747], [-2.9575, -0.1784, 0.6199], [1.7126, 1.7436, -1.7441], [-2.2859, -5.3536, -3.4662], [4.1595, 1.1455, 3.8656], [-0.0254, 2.9300, 1.7423], [4.7251, -3.0292, 0.0040], [4.7500, 2.2324, -2.2587], [0.6397, 5.1314, -0.4766], [0.3040, -2.6339, -2.8045], [1.3363, 0.0845, -2.3492], [-3.9784, -0.7688, -0.8154], [-0.5254, 3.2195, -3.4029], [3.8403, -0.8256, -0.6992], [0.4686, -1.9899, 1.8970], [-4.4023, -5.1794, 1.1473], [-1.5626, -3.4384, -3.7273], [-1.0388, 0.8304, -3.6526], [-1.2130, -1.1498, -3.7824], [0.1709, -0.2342, 4.3116], [-6.6870, -3.6494, 2.1780], [3.9512, 4.9324, 0.3635], [4.2687, 1.6148, 1.1880], [2.0220, 1.9237, 4.7644], [1.8527, 5.5027, 0.1517], [4.3298, 1.4117, 0.0870], [4.5054, 3.0336, -2.9815], [-0.1304, -0.5830, 3.3379], [-3.2224, -1.0505, -0.0236], [-3.8455, -2.1758, 0.6774], [3.1308, -4.1583, -0.9681], [5.1131, 3.2946, -0.3609], [-1.0713, -1.0302, 3.4439], [3.0261, -0.6550, 4.2877], [1.5465, 2.5273, 3.1097], [3.7595, 0.8425, 5.5726], [1.7101, 2.9452, -1.2268], [-0.7224, 3.5800, -1.9219], [-1.7374, 2.6414, -0.1243], [3.8099, -2.9813, -0.6160], [-7.8364, -0.4817, 2.4879], [-1.5766, 2.4179, -1.1957], [0.8840, -1.6215, 2.8480], [4.1739, 1.3848, -2.5904], [4.3061, 2.6773, -0.7848], [-1.9160, -4.1822, -0.1894], [-1.9623, -2.1977, -4.1066], [2.1943, -0.8956, 4.9227], [3.3333, -1.7209, -0.9748], [-0.4729, 4.1464, -3.9654], [2.9644, 4.6363, -0.0572], [-5.8511, -0.9735, 1.6657], [-0.2407, 5.7577, -0.5562], [1.9563, -4.1174, -1.6624], [0.1205, 2.3489, 2.6743], [-0.0672, -1.3477, -3.1189], [2.0185, 6.4432, 0.6493], [3.4027, 0.8059, 4.5880], [-5.0436, -2.0579, 1.3423], [1.3955, -4.9502, -1.9818], [-3.2558, -4.3104, -4.4569], [-1.3794, 2.6933, -3.7560], [2.2311, 2.1338, 2.3140], [-2.5416, 2.2749, -1.7069], [2.4939, -0.9669, 2.6026], [0.9694, -2.4891, 3.5214], [1.6481, 3.6204, 3.1493]],
  "mulliken_charge": [0.4767, 0.3266, 0.5532, 0.4561, 0.0016, 0.3434, -0.2912, 0.6085, -0.3148, 0.3288, 0.3601, 0.4157, 0.6752, 0.1676, -0.1922, -0.6896, 0.2186, 0.1891, 0.0511, 0.5293, -0.1764, 0.1511, -0.3161, 0.3629, 1.3264, -0.5135, -0.1814, 0.2696, -0.6526, 0.2628, 0.2828, -0.1996, 0.3930, -1.3735, -0.5357, -0.4067, -0.7475, 0.3377, -1.6837, 0.1572, 0.1950, 0.2605, 0.3233, -0.1115, 0.5953, 0.3834, -0.8786, 0.2240, 0.0547, -0.1993, -1.3020, -1.0358, 0.3783, -1.2569, -1.0004, 0.5625, -0.6324, 0.5719, 0.5783, -0.9850, 0.1365, 0.4428, 1.3828, 0.3991, 0.3714, -0.5827, 0.3703, -1.0123, -0.5824, 0.0699, 0.1260, -0.3616, -0.6712, 0.3389, 0.4938, 0.3704, -0.5620, -0.4218, 0.4340, -0.6063, -0.4033, -0.2903, 0.3522, -0.5964, 0.6768, 0.5929, 0.2567, 0.5497, -0.6295, 0.4798, 0.1706, 0.4835, 0.5254],
  "total_charge": 0,
  "spin_multiplicity": 1,
  "mol_weight_g_mol": 820.35,
  "orbital_gap_ev": [4.14, 4.14],
  "total_energy_ha": -7190.7020
}